A molecular structure, C34H29Cl4GeN2O2S2Ti. Source: the Open Molecules 2025 dataset; level of theory: the ωB97M-V functional and the def2-TZVPD basis.

```
75
Properties=species:S:1:pos:R:3:forces:R:3:lowdin_charge:R:1
Ti -1.127072 0.124847 0.565490 1.925 1.741 -2.185 0.61
C -0.326645 -2.481260 1.680008 0.208 -0.363 0.748 -0.05
N -0.681802 -2.020282 0.332769 0.059 -0.108 -0.017 -0.23
C -1.972694 -2.610453 -0.068778 -0.826 -0.137 -0.291 -0.13
C -2.674090 -1.786616 -1.156253 0.234 -0.658 -0.279 -0.19
N -2.981166 -0.441050 -0.666690 -0.076 0.181 -0.306 -0.26
C -4.279792 -0.426979 0.021501 -0.499 -0.088 0.353 -0.06
C -3.068266 0.580466 -1.686951 -0.193 0.708 -0.552 -0.38
C -3.526629 0.313834 -2.968087 -0.044 0.008 0.051 -0.05
C -3.703375 1.338167 -3.887678 -0.077 -0.102 -0.020 -0.10
C -3.464044 2.648227 -3.510404 -0.068 0.040 -0.135 -0.10
C -3.005228 2.929823 -2.239595 0.010 -0.198 0.123 -0.11
C -2.768544 1.908315 -1.317625 -0.380 -0.230 -0.265 -0.63
S -2.102468 2.301483 0.246145 0.004 0.114 0.122 0.68
C 0.353413 -2.322113 -0.634134 0.655 -0.060 -0.808 -0.28
C 1.100999 -3.491967 -0.563008 -0.049 -0.059 0.065 -0.04
C 2.096806 -3.758939 -1.488707 0.042 -0.147 0.093 -0.10
C 2.342506 -2.871873 -2.526837 0.013 -0.007 0.014 -0.09
C 1.601204 -1.718155 -2.626336 0.009 -0.146 0.082 -0.12
C 0.618422 -1.415559 -1.678977 -0.412 0.067 0.156 -0.57
S -0.230607 0.083067 -1.820991 -0.216 -0.237 -0.263 0.76
H -0.312622 -3.578997 1.750709 0.001 0.192 -0.079 0.10
H 0.651921 -2.078332 1.954737 -0.113 -0.115 -0.083 0.11
H -1.063872 -2.109027 2.396915 0.145 -0.120 -0.201 0.09
H -1.826557 -3.644505 -0.430398 -0.002 0.294 0.169 0.14
H -2.615156 -2.629700 0.817787 0.159 -0.066 -0.046 0.12
H -2.009517 -1.701633 -2.022393 -0.205 -0.006 0.128 0.09
H -3.592635 -2.317882 -1.461154 0.189 0.104 0.052 0.13
H -5.097722 -0.651800 -0.678767 0.219 0.049 -0.077 0.10
H -4.298309 -1.157042 0.826955 0.061 0.055 0.006 0.07
H -4.445235 0.560161 0.455157 0.064 -0.107 0.013 0.09
H -3.737037 -0.702528 -3.272087 -0.009 -0.087 0.042 0.11
H -4.043875 1.109042 -4.888302 -0.003 -0.017 -0.033 0.09
H -3.636281 3.454924 -4.209654 0.026 0.043 -0.058 0.10
H -2.814257 3.947789 -1.933031 0.091 0.072 -0.007 0.10
H 0.938395 -4.198316 0.239412 -0.011 -0.013 0.013 0.10
H 2.694049 -4.651968 -1.391146 0.032 -0.138 0.041 0.09
H 3.126412 -3.068697 -3.243381 0.067 -0.068 -0.071 0.10
H 1.777284 -1.006094 -3.417447 0.059 0.110 -0.053 0.10
Cl -3.765290 0.907794 6.616728 -0.132 0.027 0.129 0.64
C -2.634465 0.776034 5.323994 0.330 0.116 0.116 -0.72
C -1.314029 1.169552 5.500699 -0.331 -0.044 0.048 -0.71
Cl -0.813844 1.798866 7.026912 0.081 0.049 0.108 0.64
C -0.391353 1.062008 4.456050 0.084 -0.013 -0.159 -0.59
Cl 1.262057 1.466392 4.715979 0.058 0.025 -0.066 0.74
C -0.790877 0.597032 3.209714 -1.409 -0.455 1.097 -0.36
O -0.048540 0.417731 2.152306 0.466 0.158 0.539 -0.30
C -2.148163 0.173602 3.034801 0.648 0.429 1.960 -0.39
O -2.403588 -0.350755 1.876009 -0.877 -0.469 0.169 -0.25
C -3.041889 0.260931 4.096195 0.111 -0.052 -0.480 -0.60
Cl -4.663661 -0.286536 3.853745 -0.087 -0.077 -0.087 0.69
Ge 1.222851 1.546560 0.225779 0.634 0.196 0.331 0.85
C 2.258978 2.115501 -1.411173 -0.595 -0.403 0.440 -0.36
C 3.245648 1.288762 -1.932635 0.048 -0.099 0.143 -0.13
C 3.937061 1.635895 -3.077765 0.155 -0.058 -0.146 -0.11
C 3.644358 2.824496 -3.726222 0.065 0.030 -0.195 -0.12
C 2.663404 3.661298 -3.217675 0.025 0.153 -0.167 -0.11
C 1.974858 3.301818 -2.073570 -0.103 0.019 0.197 -0.13
C 2.671192 0.525585 1.184310 -0.514 0.264 -0.412 -0.32
C 3.342934 1.133556 2.233761 0.079 0.160 -0.012 -0.17
C 4.360757 0.486442 2.909909 0.123 -0.012 0.091 -0.11
C 4.732629 -0.796885 2.543373 0.120 0.008 0.174 -0.11
C 4.069637 -1.420437 1.503881 0.078 -0.279 -0.059 -0.10
C 3.049729 -0.763504 0.837275 -0.034 -0.094 -0.112 -0.13
H 1.325475 2.915870 1.017709 -0.345 -0.285 -0.015 -0.01
H 3.484441 0.362900 -1.424376 0.057 -0.027 -0.050 0.08
H 4.707539 0.976494 -3.461793 0.008 0.016 -0.044 0.09
H 4.170250 3.089100 -4.634219 0.056 0.061 -0.026 0.09
H 2.435628 4.595090 -3.717319 -0.014 0.019 -0.039 0.09
H 1.200413 3.946526 -1.676130 -0.043 0.121 -0.039 0.09
H 3.057792 2.134600 2.518969 0.030 0.137 0.082 0.06
H 4.865100 0.981749 3.727411 0.072 0.062 0.094 0.09
H 5.534534 -1.301064 3.066031 0.038 -0.050 0.034 0.09
H 4.347170 -2.422954 1.202382 0.027 -0.061 -0.014 0.09
H 2.555348 -1.268431 0.020176 0.001 -0.073 -0.073 0.07
```
Positions in Å, forces in eV/Å.

- Charge: -1
- Frontier orbital gap (spin up / spin down): 5.976 / 5.992 eV
- LUMO (spin up / spin down): 2.23 / 2.23 eV
- HOMO level (spin up / spin down): -3.75 / -3.76 eV
- Energy above the lowest of the compared OMol25 structures with the same formula, charge and spin: 1.161 eV
- Spin multiplicity: 1



2 unconnected molecules or ions with the total composition CH5ClNOS2. Source: the Open Molecules 2025 dataset; level of theory: the ωB97M-V functional and the def2-TZVPD basis.

```
11
Properties=species:S:1:pos:R:3:forces:R:3:lowdin_charge:R:1
C -0.281611 -0.689056 -0.401023 0.538 -0.893 0.807 -1.12
N -0.422204 0.221263 -1.302818 -0.868 -1.317 0.735 0.11
O 1.101660 0.975335 0.764673 0.154 2.942 -3.555 -0.09
S 0.973192 -1.912149 -0.295726 -0.154 0.168 0.740 0.88
S -1.438858 -0.838083 0.834360 -1.113 -0.092 0.373 0.64
Cl -2.808989 0.610600 0.368012 0.509 -0.453 0.308 0.32
H 1.568372 1.809456 0.397660 -1.117 -2.011 1.024 0.13
H -1.331884 0.644229 -1.160248 0.158 1.154 -1.026 0.02
H 0.323463 0.516468 -1.874233 0.577 0.436 -1.007 0.14
H 1.471165 0.847949 1.586830 1.411 -0.336 3.034 0.01
H 0.845694 -2.186011 1.082514 -0.096 0.402 -1.434 -0.04
```
Positions in Å, forces in eV/Å.

- Charge: +1
- Frontier orbital gap: 9.441 eV
- LUMO: -4.91 eV
- HOMO level: -14.35 eV
- Energy above the lowest of the compared OMol25 structures with the same formula, charge and spin: 0.207 eV
- Spin multiplicity: 1



| no. | E_tot (Ha) |
| --- | --- |
| 1 | -7136.73424 |
| 2 | -1427.37886 |